16
Properties=species:S:1:pos:R:3 method="wB97M-V/def2-TZVPD" charge=0 homo_ev=-8.46 largest_force_ev_per_a=1.880 orbital_gap_ev=9.53 multiplicity=1 de_lowest_ev=1.662 smiles="C=C/C=C/C.O"
O 0.68 6.77 1.36
C 1.18 -3.45 -0.53
C -1.49 0.70 0.07
C -0.03 -2.58 -0.70
C -0.16 -1.36 -0.19
C -1.32 -0.51 -0.45
H 2.13 -2.94 -0.39
H 1.34 6.88 2.04
H 0.68 -0.95 0.36
H 0.85 7.42 0.67
H -2.24 -1.01 -0.75
H 1.29 -4.26 -1.25
H -0.80 -3.06 -1.29
H -0.73 1.11 0.74
H 1.02 -4.03 0.40
H -2.39 1.28 -0.09